Entry 1:
C31H42InN4O3Si | ωB97M-V with the def2-TZVPD basis set

CARTESIAN COORDINATES (ANGSTROEM)
In (-0.760, 0.296, -0.548)
C (-1.909, 3.133, 1.224)
O (-1.188, 1.906, 1.273)
C (-0.423, 1.626, 2.384)
C (-0.145, 2.555, 3.371)
C (0.636, 2.176, 4.456)
C (1.134, 0.887, 4.537)
C (0.858, -0.034, 3.538)
C (0.073, 0.324, 2.451)
N (-0.248, -0.568, 1.374)
N (-0.086, -1.802, 1.681)
C (-0.295, -2.856, 0.890)
C (-0.772, -2.817, -0.463)
O (-1.002, -1.737, -1.104)
C (-1.021, -4.056, -1.140)
C (-0.782, -5.238, -0.534)
C (-0.282, -5.331, 0.807)
C (-0.041, -6.585, 1.393)
C (0.435, -6.673, 2.677)
C (0.677, -5.499, 3.399)
C (0.446, -4.263, 2.839)
C (-0.038, -4.152, 1.528)
H (-2.507, 3.252, 2.129)
H (-1.228, 3.977, 1.113)
H (-2.555, 3.068, 0.352)
H (-0.526, 3.563, 3.304)
H (0.858, 2.898, 5.229)
H (1.752, 0.594, 5.375)
H (1.258, -1.034, 3.585)
H (-1.391, -3.994, -2.155)
H (-0.969, -6.162, -1.070)
H (-0.235, -7.480, 0.815)
H (0.623, -7.638, 3.128)
H (1.054, -5.561, 4.412)
H (0.637, -3.368, 3.412)
C (-1.664, 2.895, -2.746)
Si (-0.140, 1.825, -2.498)
C (0.052, 0.629, -3.960)
C (0.540, 1.382, -5.206)
C (1.017, -0.527, -3.672)
C (-1.338, 0.045, -4.262)
C (1.333, 2.921, -2.017)
C (1.480, 4.064, -3.036)
C (2.637, 2.124, -1.950)
C (1.077, 3.555, -0.644)
H (-1.665, 3.333, -3.747)
H (-1.697, 3.717, -2.029)
H (-2.581, 2.313, -2.639)
H (1.559, 1.751, -5.089)
H (-0.104, 2.227, -5.463)
H (0.541, 0.703, -6.065)
H (2.046, -0.188, -3.555)
H (0.998, -1.232, -4.509)
H (0.738, -1.088, -2.778)
H (-2.052, 0.817, -4.556)
H (-1.752, -0.506, -3.414)
H (-1.256, -0.659, -5.096)
H (1.702, 3.705, -4.040)
H (2.301, 4.721, -2.736)
H (0.577, 4.677, -3.090)
H (2.952, 1.774, -2.934)
H (2.556, 1.251, -1.293)
H (3.440, 2.755, -1.556)
H (0.150, 4.132, -0.621)
H (1.894, 4.243, -0.407)
H (1.040, 2.809, 0.155)
N (-3.062, 0.207, -0.323)
C (-3.879, -0.119, 0.434)
N (-4.789, -0.490, 1.281)
C (-5.420, 0.446, 2.225)
C (-6.928, 0.329, 2.078)
O (-7.339, -1.013, 2.243)
C (-6.800, -1.848, 1.236)
C (-5.284, -1.878, 1.326)
H (-5.075, 1.456, 2.011)
H (-5.115, 0.167, 3.236)
H (-7.238, 0.701, 1.094)
H (-7.428, 0.913, 2.849)
H (-7.112, -1.494, 0.245)
H (-7.206, -2.845, 1.397)
H (-4.842, -2.439, 0.505)
H (-4.969, -2.320, 2.273)

## Properties
Molar mass = 661.6 g/mol
Charge = +1
ΔE to the lowest compared entry with this formula, charge and spin = 0.247 eV
Max |F| = 0.008 hartree/bohr
E = -2130.64901 a.u.



Entry 2:
C6H10S | ωB97M-V with the def2-TZVPD basis set

CARTESIAN COORDINATES (ANGSTROEM)
C (0.188, -1.321, 1.083)
C (-0.460, -0.083, 0.456)
C (-0.130, 1.266, 0.985)
S (1.589, 1.472, 0.262)
C (1.259, 0.339, -1.276)
C (-0.219, 0.242, -1.019)
C (-1.403, -0.446, -0.691)
H (-0.609, -1.930, 1.620)
H (1.163, -1.225, 1.655)
H (0.441, -2.005, 0.218)
H (0.087, 1.365, 2.085)
H (-0.926, 2.006, 0.651)
H (1.785, -0.646, -1.113)
H (1.620, 0.991, -2.037)
H (-0.479, 1.275, -1.165)
H (-2.335, 0.215, -0.946)
H (-1.571, -1.516, -0.767)

## Properties
Molar mass = 114.2 g/mol
ΔE to the lowest compared entry with this formula, charge and spin = 3.667 eV
Max |F| = 0.079 hartree/bohr
E = -632.67474 a.u.



Entry 3:
C4H13NO3 | ωB97M-V with the def2-TZVPD basis set

CARTESIAN COORDINATES (ANGSTROEM)
C (-0.395, -2.091, 1.043)
N (-0.271, -0.902, 0.231)
C (-1.000, 0.253, 0.728)
C (-0.179, 1.072, 1.724)
C (0.984, 1.836, 1.155)
O (1.056, 2.273, 0.038)
H (-1.404, -2.340, 1.420)
H (0.094, -1.930, 1.994)
H (0.094, -2.942, 0.574)
H (-0.470, -1.012, -0.765)
H (-2.013, 0.097, 1.129)
H (-1.184, 0.865, -0.163)
H (-0.735, 1.922, 2.143)
H (0.179, 0.302, 2.406)
H (1.943, 1.694, 1.709)
O (0.539, 2.030, -2.860)
H (0.801, 1.149, -2.582)
H (-0.243, 2.257, -2.352)
O (0.535, -1.504, -2.275)
H (1.464, -1.700, -2.154)
H (0.205, -1.328, -3.142)

## Properties
Molar mass = 123.2 g/mol
ΔE to the lowest compared entry with this formula, charge and spin = 2.482 eV
Max |F| = 0.060 hartree/bohr
E = -440.62399 a.u.



Entry 4:
C16H17ClN2O2S | ωB97M-V with the def2-TZVPD basis set

CARTESIAN COORDINATES (ANGSTROEM)
C (-5.773, -1.167, 0.451)
O (-4.459, -1.501, 0.074)
C (-3.522, -0.519, 0.047)
C (-3.754, 0.821, 0.344)
C (-2.705, 1.719, 0.309)
C (-1.413, 1.331, -0.027)
N (-0.386, 2.289, -0.003)
C (0.835, 2.181, 0.595)
S (1.920, 3.415, 0.390)
N (1.070, 1.105, 1.365)
C (2.400, 0.722, 1.784)
C (2.998, -0.242, 0.792)
C (3.961, 0.178, -0.115)
C (4.467, -0.687, -1.069)
C (4.009, -1.992, -1.131)
C (3.043, -2.431, -0.241)
C (2.543, -1.555, 0.706)
Cl (1.323, -2.121, 1.798)
C (-1.194, -0.006, -0.403)
O (0.028, -0.505, -0.798)
C (0.665, 0.137, -1.887)
C (-2.242, -0.909, -0.339)
H (-6.335, -2.099, 0.414)
H (-5.809, -0.764, 1.468)
H (-6.221, -0.449, -0.243)
H (-4.735, 1.174, 0.615)
H (-2.883, 2.754, 0.563)
H (-0.618, 3.224, -0.309)
H (0.393, 0.355, 1.354)
H (3.003, 1.630, 1.845)
H (2.326, 0.262, 2.773)
H (4.307, 1.200, -0.071)
H (5.215, -0.342, -1.765)
H (4.398, -2.673, -1.873)
H (2.673, -3.443, -0.284)
H (1.149, 1.073, -1.599)
H (-0.045, 0.332, -2.694)
H (1.428, -0.560, -2.230)
H (-2.061, -1.938, -0.605)

## Properties
Molar mass = 336.8 g/mol
ΔE to the lowest compared entry with this formula, charge and spin = 1.348 eV
Max |F| = 0.015 hartree/bohr
E = -1738.27354 a.u.



Entry 5:
C26H42Cl2N2RuSi | ωB97M-V with the def2-TZVPD basis set

CARTESIAN COORDINATES (ANGSTROEM)
Ru (0.189, -0.250, 0.564)
Cl (-1.908, 1.390, 0.622)
C (-2.885, 0.077, 1.342)
Cl (-1.890, -1.404, 1.392)
H (-3.748, -0.102, 0.710)
H (-3.145, 0.359, 2.354)
C (2.956, -3.777, -2.608)
C (2.322, -3.854, -1.205)
C (3.115, -3.020, -0.203)
C (0.800, -3.699, -1.277)
C (0.101, -4.896, -1.460)
C (-1.259, -4.933, -1.696)
C (-1.975, -3.749, -1.812)
C (-1.352, -2.529, -1.620)
C (-2.051, -1.227, -1.987)
C (-3.574, -1.271, -1.862)
C (-1.660, -0.830, -3.420)
C (0.015, -2.533, -1.279)
N (0.597, -1.258, -0.969)
C (1.532, -0.744, -1.824)
C (2.108, 0.427, -1.443)
C (3.071, 1.320, -2.035)
C (3.193, 2.347, -1.175)
C (2.298, 2.095, -0.032)
N (1.673, 0.945, -0.212)
C (2.105, 3.055, 1.098)
C (1.398, 2.403, 2.282)
C (1.263, 4.224, 0.542)
C (3.476, 3.576, 1.551)
H (3.948, -4.229, -2.588)
H (3.091, -2.747, -2.948)
H (2.359, -4.307, -3.350)
H (2.459, -4.885, -0.885)
H (3.110, -1.949, -0.413)
H (4.157, -3.343, -0.246)
H (2.774, -3.180, 0.823)
H (0.657, -5.824, -1.430)
H (-1.757, -5.885, -1.830)
H (-3.020, -3.786, -2.080)
H (-1.683, -0.432, -1.331)
H (-4.015, -1.894, -2.639)
H (-3.990, -0.270, -1.995)
H (-3.907, -1.674, -0.900)
H (-1.992, -1.594, -4.125)
H (-0.579, -0.719, -3.537)
H (-2.128, 0.116, -3.698)
H (1.735, -1.263, -2.749)
H (3.572, 1.173, -2.981)
H (3.821, 3.218, -1.278)
H (0.383, 2.088, 2.028)
H (1.307, 3.120, 3.099)
H (1.963, 1.549, 2.649)
H (0.283, 3.886, 0.205)
H (1.760, 4.722, -0.292)
H (1.118, 4.961, 1.334)
H (4.132, 2.762, 1.866)
H (3.336, 4.246, 2.400)
H (3.977, 4.143, 0.766)
C (-0.369, -2.317, 4.153)
Si (1.211, -1.428, 3.729)
C (2.669, -2.538, 4.046)
C (1.346, 0.119, 4.748)
C (1.413, -1.214, 1.788)
H (-0.251, -2.738, 5.157)
H (-0.579, -3.154, 3.482)
H (-1.240, -1.663, 4.186)
H (2.746, -2.727, 5.120)
H (3.610, -2.088, 3.722)
H (2.560, -3.505, 3.548)
H (1.334, -0.206, 5.794)
H (0.513, 0.812, 4.616)
H (2.283, 0.658, 4.596)
H (1.288, -2.271, 1.516)
H (2.448, -0.920, 1.595)

## Properties
Molar mass = 582.7 g/mol
Charge = +2
Max |F| = 0.027 hartree/bohr
E = -2429.59611 a.u.



Entry 6:
C4H34NO15 | ωB97M-V with the def2-TZVPD basis set

CARTESIAN COORDINATES (ANGSTROEM)
C (-3.534, 0.220, 1.472)
C (-2.379, 0.227, 0.473)
C (-2.126, 1.533, -0.324)
C (-0.693, 1.693, -0.780)
O (-0.201, 0.806, -1.566)
O (-0.007, 2.672, -0.404)
N (-2.366, -1.019, -0.294)
H (-4.053, -0.730, 1.555)
H (-4.268, 1.004, 1.262)
H (-3.113, 0.526, 2.431)
H (-1.481, 0.136, 1.103)
H (-2.761, 1.537, -1.213)
H (-2.417, 2.310, 0.386)
H (-3.290, -1.278, -0.567)
H (-1.740, -0.984, -1.083)
H (-0.144, -3.396, 3.252)
H (1.193, -3.361, 2.414)
O (0.727, -2.971, 3.160)
H (-1.619, -3.037, 1.638)
H (-2.247, -2.892, 3.056)
O (-1.882, -3.526, 2.431)
H (1.250, -1.105, 2.457)
H (0.203, -0.610, 1.458)
O (1.060, -0.385, 1.840)
H (-1.790, -0.175, -4.057)
H (-0.955, -0.389, -2.838)
O (-1.736, -0.770, -3.302)
H (2.906, 3.047, 0.157)
H (1.330, 3.418, 0.010)
O (2.171, 3.588, 0.444)
H (1.802, -1.376, -2.435)
H (1.571, -1.326, -3.925)
O (1.191, -1.697, -3.120)
H (0.764, 2.525, -3.190)
H (1.667, 2.547, -1.816)
O (1.614, 2.462, -2.767)
H (3.575, -0.492, 0.318)
H (4.585, 0.266, -0.562)
O (4.402, 0.008, 0.343)
H (2.413, 1.214, -3.654)
H (3.514, 0.094, -3.378)
O (2.923, 0.461, -4.035)
H (1.645, -0.537, 0.160)
H (0.973, -0.194, -1.066)
O (1.892, -0.497, -0.793)
H (-0.352, 2.682, 1.521)
H (0.573, 2.012, 2.521)
O (-0.246, 2.526, 2.480)
H (0.017, -2.597, -0.987)
H (1.426, -2.544, -0.603)
O (0.636, -3.089, -0.427)
H (-0.493, 0.469, 4.272)
H (-1.045, 0.876, 2.978)
O (-1.082, 0.118, 3.595)

## Properties
Molar mass = 336.3 g/mol
Charge = -1
ΔE to the lowest compared entry with this formula, charge and spin = 2.414 eV
Max |F| = 0.049 hartree/bohr
E = -1356.28848 a.u.